[1]
DFT (ωB97M-V/def2-TZVPD) results for 9 unconnected molecules or ions with the total composition C42H94F6N8O10P at a distorted geometry.

Each line ends with the Mulliken charge.
Positions of all 161 atoms, in Å:
C1 -9.74653 53.80806 12.73200  0.01
H1 -6.82202 53.05015 22.68842  0.46
N1 -4.48533 50.47868 20.23921  0.13
H2 0.83162 50.46027 18.61103  0.42
H3 0.46030 50.28560 6.12370  0.37
H4 -1.63887 53.39493 14.37279  0.53
H5 -3.90502 48.51957 18.19912  -0.71
H6 -10.27607 49.23490 19.69342  0.52
H7 -7.10027 47.76106 21.42309  0.15
H8 -1.32160 48.42090 15.43363  0.41
F1 -6.71785 49.62217 14.66021  -0.41
H9 -7.43031 47.12238 18.11100  -0.05
C2 -7.19740 44.16133 13.12386  -0.26
H10 -9.34576 48.05563 21.67274  0.33
H11 -7.99128 51.28708 12.58364  0.87
O1 -5.88516 48.27201 19.02957  0.38
C3 3.03220 50.30860 5.95221  -0.69
H12 -0.03026 49.55913 19.78165  0.41
C4 -7.49267 51.27496 11.62571  -0.29
H13 -1.10198 49.19391 8.91792  0.43
H14 -6.88708 53.36116 20.93698  0.02
C5 -5.59930 44.56176 15.79830  0.36
H15 -9.23761 48.88703 17.16247  0.42
H16 -8.28658 53.04383 15.02701  0.38
H17 -5.34365 42.30454 18.30505  0.30
H18 -4.08638 50.99890 21.00753  0.31
H19 -7.14684 53.21176 13.71123  -0.20
C6 1.60954 51.60698 7.44700  -0.46
O2 2.82908 50.92336 7.22263  -0.40
H20 -1.32336 43.79131 16.49538  0.29
C7 -2.90793 52.63065 12.80484  0.90
H21 -5.80635 50.27879 12.34332  0.09
H22 -10.55999 54.48546 12.47217  0.42
H23 -8.19196 55.27750 12.83863  0.32
N2 -0.89317 51.15588 7.39217  -0.47
H24 -9.19678 41.27705 10.91802  0.30
O3 1.37799 48.48603 18.70538  -0.28
P1 -5.20768 49.97687 15.20900  1.97
H25 -6.28861 43.56960 13.23369  0.21
H26 -3.38719 55.14292 15.17518  0.41
C8 -6.93176 50.73362 22.79627  -0.99
N3 -1.10985 48.08561 17.46374  -0.23
H27 -6.05978 50.99221 23.39701  0.53
C9 -4.43785 48.24017 19.10804  0.69
H28 -2.43615 46.04208 15.11082  0.58
H29 -4.91503 53.19973 19.90715  0.36
H30 -0.99574 52.06742 6.96947  0.31
H31 -3.95018 52.53231 12.50128  -0.14
C10 -0.62670 49.45294 17.59588  0.07
O4 -6.23270 51.98356 18.77196  0.56
F2 -4.73499 49.91424 13.63766  -0.61
H32 -4.03382 50.74668 18.19392  -0.87
H33 -7.05128 45.09927 12.58813  0.30
C11 -7.14016 52.97586 18.21454  -0.97
H34 -9.17913 47.85121 19.42373  0.32
N4 -10.84184 51.70296 13.87937  -0.50
C12 -6.35391 47.17295 18.27503  -0.66
H35 -0.42847 47.36599 17.65862  0.39
H36 -6.43800 46.14128 14.57150  0.13
F3 -5.60834 51.59160 15.10923  -0.57
H37 -9.28396 55.17298 14.21909  0.34
H38 -10.07649 41.33967 12.39164  0.31
C13 -3.90660 49.12273 20.27699  -1.63
H39 -5.79959 49.04733 22.80930  0.25
H40 -0.43115 52.04902 9.22879  0.21
N5 -7.36018 48.73582 21.37406  0.22
C14 -7.24738 52.71933 21.74094  -0.86
H41 -8.79081 52.09008 10.11371  0.51
H42 -2.47561 45.93125 16.81674  0.22
O5 -8.36515 49.67952 18.93755  0.15
C15 -1.16557 51.35603 8.81834  -0.31
H43 -8.10765 50.26954 16.96710  -0.25
C16 -6.86372 49.23027 22.66016  -1.08
C17 -4.99703 42.89767 17.45880  -0.83
C18 -9.09193 41.10208 11.98876  -0.75
C19 -8.70724 54.58546 13.50471  -0.65
H44 -8.04231 52.42268 17.95337  0.17
H45 -7.51947 45.70897 15.93193  0.18
H46 1.44076 52.53508 6.90088  0.32
H47 -7.32120 53.83290 18.86323  0.41
H48 -4.88950 50.12765 10.06432  0.53
H49 -7.84813 50.95348 23.34402  0.52
C20 -8.20645 43.31085 12.25351  -0.80
O6 -2.36327 49.91886 10.38626  -0.09
H50 -7.22055 54.50211 14.97761  0.44
H51 -2.96547 51.62550 19.15515  0.55
C21 -7.88723 51.54471 10.34286  -0.70
H52 4.09475 50.12644 5.79124  0.24
C22 -1.21269 50.01858 9.62201  -0.76
N6 -1.60365 53.87457 10.86637  -0.58
H53 -4.48113 54.62462 13.94030  0.18
H54 2.51055 49.35378 5.88655  0.26
H55 -6.15402 46.17048 18.65347  0.56
H56 3.10847 47.73952 19.55693  0.22
H57 -4.83867 45.28653 16.08854  -0.26
C23 -4.01396 51.33035 19.11426  0.58
H58 -4.55721 53.09676 18.19787  0.45
C24 -8.87945 49.82201 17.59333  -0.76
H59 2.68818 51.00948 5.19161  0.33
H60 -6.75276 53.40161 17.28893  0.02
H61 -2.83481 49.12460 20.47537  0.34
H62 -4.08015 47.23502 19.33128  0.62
F4 -3.67723 50.41728 15.69246  -0.10
H63 -8.06696 43.68338 14.91287  0.27
H64 -1.27163 44.12404 14.84432  0.30
H65 -0.09455 49.75910 16.69523  0.39
O7 -8.08944 41.89840 12.55592  -0.29
C25 -10.36862 52.62962 13.39208  0.27
H66 -8.92632 40.04280 12.18525  0.24
H67 2.04012 48.68547 20.68323  0.31
C26 0.42807 50.62608 7.15865  -0.60
O8 -5.95607 43.81676 16.95172  -0.41
H68 -1.91959 47.94144 10.96646  0.48
H69 0.28596 43.88301 15.67451  0.29
H70 -9.79669 50.40994 17.62673  0.40
N7 -7.73205 44.48236 14.39367  -0.21
H71 -6.82961 51.29040 8.42708  0.44
H72 -9.40744 53.35391 11.80094  -0.24
H73 -7.30441 48.63822 23.46226  0.44
C27 -9.24286 48.89128 19.74356  -0.83
O9 -0.56168 45.70421 16.03210  -0.41
H74 -9.21423 49.79119 21.68465  0.32
H75 -1.64101 49.23810 12.22240  0.43
C28 2.44281 48.59461 19.67444  -0.76
C29 0.37759 49.48279 18.77372  -0.89
F5 -5.79265 49.90022 16.73038  -0.75
C30 -2.15365 53.32489 11.71348  0.05
C31 -1.88853 46.35252 16.00068  -0.93
C32 -8.81217 48.89110 21.21958  -0.81
H76 -7.94796 43.41010 11.19927  0.42
C33 -5.86072 50.54884 10.27817  -0.06
H77 -0.33242 50.00391 10.26469  0.37
H78 -2.16847 51.78246 8.79656  0.35
H79 0.66768 49.73247 7.73498  0.26
N8 -6.23368 50.72268 11.54305  0.46
O10 -6.86117 51.38499 21.54551  0.27
H80 -4.09798 43.40694 17.80584  0.25
H81 -2.40245 51.66559 12.84038  -0.21
C34 -7.78401 53.77460 14.39337  -0.53
H82 -8.33210 52.82555 21.75509  0.26
F6 -4.84428 48.37184 15.34853  -0.57
H83 -4.64766 42.15519 16.74133  0.35
H84 -4.31569 48.74835 21.21538  0.27
C35 -1.80752 47.83494 16.21376  0.72
C36 -6.84569 51.13779 9.49612  -0.85
C37 -4.93763 52.52986 19.04758  -1.33
H85 1.60229 52.00698 8.46092  0.33
C38 -3.42062 54.74832 14.15967  -1.26
H86 -5.89463 47.06946 17.29195  -0.30
C39 -2.71033 53.36072 14.17555  0.08
H87 -1.44169 50.15184 17.78416  -0.22
H88 2.96985 49.53347 19.50456  0.29
H89 -2.93316 55.40657 13.44050  0.40
H90 -3.26817 48.78365 11.82220  -0.07
H91 -5.22710 43.98425 14.95210  0.52
C40 -6.84556 45.32404 15.16658  -0.69
H92 -9.18990 43.75340 12.41192  0.40
H93 -3.08610 52.75288 14.99861  -0.33
C41 -2.26551 48.87741 11.40510  -0.78
H94 -2.81842 48.22270 16.33957  -0.85
C42 -0.71162 44.31387 15.75999  -0.77

Calculated values
Maximum force = 3.2 eV Å⁻¹
2S+1 = 2
Expectation value of S² = 0.76
Orbital gap (alpha / beta) = 0.2498 / 0.0854 hartree
Calculated total energy = -3787.4263 hartree
Highest occupied orbital energy (alpha / beta) = -0.268 / -0.268 hartree
Net charge = 0

[2]
DFT (ωB97M-V/def2-TZVPD) results for a gas-phase ion, C4H10N3 (charge +1) at a distorted geometry.

Each line ends with the natural charge from an NBO analysis.
Positions of all 17 atoms, in Å:
C1 -1.62921 1.89517 0.49131  0.37
C2 2.16082 -2.16865 -0.83523  -0.43
H1 3.03219 -2.10141 -0.12917  0.22
H2 0.69326 -1.85511 1.56835  0.25
H3 -0.70907 0.03393 2.21521  0.23
H4 1.07913 -0.23544 -1.02522  0.38
N1 -2.26683 2.38805 -0.56409  -0.72
C3 0.64770 -0.91797 0.90908  0.06
N2 -0.69176 0.99414 0.32350  -0.48
H5 1.89995 -3.27500 -0.73319  0.22
H6 -2.02398 2.02164 -1.43173  0.40
H7 -2.80605 3.25029 -0.55844  0.44
H8 -2.02394 2.38501 1.44680  0.25
H9 2.25898 -2.15054 -1.93606  0.24
C4 -0.18339 0.09666 1.24723  -0.21
H10 -0.63482 0.71849 -0.63908  0.39
N3 1.19701 -1.07928 -0.34928  -0.61

Calculated values
SMILES = CN/C=C\NC=[NH2+]
Maximum force = 3.0 eV Å⁻¹
2S+1 = 1
Orbital gap (alpha / beta) = 0.2949 / 0.2949 hartree
ΔE to the lowest compared entry with this formula, charge and spin = 50.64 kcal per mole
Calculated total energy = -322.3799 hartree
Highest occupied orbital energy (alpha / beta) = -0.431 / -0.431 hartree
Net charge = +1

[3]
DFT (ωB97M-V/def2-TZVPD) results for 7 unconnected molecules or ions with the total composition C43H36N2O16 at a distorted geometry.

Each line ends with the Mulliken charge.
Positions of all 97 atoms, in Å:
C1 -4.05347 7.07247 -2.02138  -0.43
C2 2.43647 -3.65456 -5.34722  -0.24
O1 -5.00392 -2.60281 0.27628  -0.52
C3 1.40229 4.96623 0.12479  -0.48
O2 4.46954 -2.49659 10.05751  -0.54
C4 4.65531 -3.82524 8.12036  -0.37
H1 2.57860 -1.03190 6.28028  0.45
H2 1.40553 -3.62064 2.23733  0.27
C5 -4.70219 -1.28025 -3.01315  -0.45
O3 3.33230 -3.09732 4.89851  -0.52
H3 3.09533 -5.97238 -2.82613  0.42
H4 -1.25512 1.68048 1.01057  -0.13
H5 2.39355 0.46293 1.30621  0.18
C6 3.05549 -4.21974 -4.13206  0.44
C7 -3.60681 5.88200 -2.77136  0.17
H6 -4.08542 8.09098 -0.16019  0.42
C8 4.36790 -3.97634 6.82387  -0.35
C9 4.20865 -2.63477 8.87034  0.33
H7 -0.96497 3.43964 2.18096  0.54
C10 -2.99135 6.20638 0.01331  0.29
C11 3.27639 1.78183 -2.85142  0.15
H8 3.50610 0.85107 -6.17039  0.44
O4 -6.43887 -0.42761 -4.35825  -0.56
C12 1.10172 -5.69303 -5.63226  0.35
O5 3.78545 2.54535 -2.04247  -0.60
H9 -8.12809 -0.94158 -2.45571  0.40
H10 -3.98627 -1.07235 -3.79931  0.47
C13 -1.60674 0.74866 0.36687  -0.49
O6 -0.10439 -1.67530 -1.38780  -0.42
C14 1.49870 5.84878 2.41171  0.27
N1 1.56681 -0.17252 1.24777  -0.26
C15 1.95930 5.79851 1.00988  -0.43
C16 3.17998 0.89929 -5.13834  -0.45
H11 -2.72981 0.99628 0.04868  0.34
C17 3.73698 1.73156 -4.25325  -0.50
C18 -5.33429 -2.10168 -0.78966  0.43
O7 3.88729 -3.59176 -3.49154  -0.59
C19 2.63104 -5.57221 -3.71919  -0.42
H12 -4.62140 7.80925 -2.57675  0.42
C20 -2.54469 5.01591 -0.73667  0.12
C21 -2.70685 -0.60089 2.13118  0.41
H13 2.75886 -2.66178 -5.63749  0.42
C22 3.59319 -2.95915 6.08567  0.39
C23 1.84060 -1.43633 1.70811  0.29
H14 1.39835 -7.25100 -4.12683  0.42
C24 -6.74060 -1.75017 -1.06882  -0.36
H15 1.06188 -3.94039 -6.93819  0.44
H16 4.68726 -4.84374 6.25918  0.42
O8 1.57176 -0.77045 -5.56021  -0.60
H17 -2.51274 3.99740 -2.59786  0.50
O9 -1.80071 -1.62001 0.31121  0.15
C25 1.72074 -6.25821 -4.41710  -0.37
H18 4.07999 -0.74863 2.05121  0.32
N2 -1.56647 -0.56361 1.11940  0.32
C26 0.79673 -2.70292 1.77628  0.25
C27 -3.11320 -2.06147 2.83296  -0.88
C28 -2.83210 4.86480 -2.03316  -0.27
O10 0.26992 -6.32101 -6.27278  -0.57
C29 -6.10851 -0.92874 -3.29231  0.31
C30 2.08082 -0.00693 -4.75125  0.17
H19 4.54449 2.40220 -4.52050  0.42
C31 -0.53994 -2.17684 -0.20330  0.30
C32 2.17723 0.87561 -2.46434  0.10
H20 3.86924 -2.67634 1.79368  0.26
O11 -3.86770 5.74382 -3.95852  -0.55
H21 -0.94028 0.70309 -0.62057  0.11
C33 1.52617 -4.34056 -6.04513  -0.33
H22 -7.45652 -1.95807 -0.28265  0.43
H23 1.72842 4.91801 -0.90726  0.43
C34 3.43393 -1.61757 8.13215  -0.43
H24 -2.18435 -2.45118 3.45910  0.24
C35 0.30313 4.06001 0.51188  0.69
H25 0.81271 -0.62730 -3.08217  0.73
H26 3.11458 -0.75017 8.69684  0.40
H27 1.85111 0.92383 -1.43228  0.50
C36 -7.10090 -1.20470 -2.23457  -0.43
O12 0.31697 -3.17334 0.45737  -0.36
C37 -4.34189 -1.82572 -1.84740  0.00
H28 0.07342 4.99077 3.83085  0.42
H29 3.30982 -1.77494 3.43118  0.04
H30 -0.10737 -2.53827 2.53677  -0.21
H31 2.76681 6.46914 0.74263  0.44
H32 -3.38455 -2.85215 1.98094  0.21
C38 3.40202 -1.68276 2.25421  -0.74
H33 -3.99908 -1.96109 3.59623  0.30
O13 -0.20593 3.29649 -0.29708  -0.48
C39 -0.15746 4.11028 1.91371  -0.14
O14 -2.73046 6.34456 1.20047  -0.55
O15 -3.40520 0.48809 2.51884  -0.58
C40 0.39955 4.94256 2.79879  -0.61
O16 2.00776 6.61229 3.22066  -0.57
C41 3.14653 -1.76867 6.83565  -0.21
H34 -3.31470 -2.08884 -1.62626  0.27
C42 1.62022 0.04333 -3.34942  -0.28
H35 5.22323 -4.56202 8.67574  0.40
H36 -1.97677 4.27913 -0.18130  0.31
C43 -3.76607 7.22358 -0.72489  -0.42

Calculated values
SMILES = [H]/N=C(\C)COC(=O)ON(C)C(C)=O.O=C1C=CC(=O)C=C1.O=C1C=CC(=O)C=C1.O=C1C=CC(=O)C=C1.O=C1C=CC(=O)C=C1.O=C1C=CC(=O)C=C1.O=C1C=CC(=O)C=C1
Maximum force = 9.3 eV Å⁻¹
2S+1 = 1
Orbital gap = 0.2823 hartree
Calculated total energy = -2973.0136 hartree
Highest occupied orbital energy = -0.360 hartree
Net charge = 0